Entry from the OMol25 dataset: a 16-piece molecular cluster, C69H183N19O23 overall at a distorted geometry (ωB97M-V/def2-TZVPD).

Bonds (Å) are listed after each position.
Geometry (Å):
1 C -5.6007 3.3648 2.9253  O2 1.224, N3 1.419, N4 1.427
2 O -4.4648 3.5451 2.5060  C1 1.224
3 N -6.4633 2.3977 2.3467  C1 1.419, H5 1.031, H6 1.032
4 N -6.1555 4.1987 3.9417  C1 1.427, H7 1.004, H8 0.987
5 H -6.0097 1.7202 1.7158  N3 1.031
6 H -7.2013 2.0530 2.9801  N3 1.032
7 H -5.7361 5.0998 4.0800  N4 1.004
8 H -7.0669 4.1364 4.3143  N4 0.987
9 C -0.6497 0.3296 -0.4627  O10 1.217, N11 1.422, N12 1.398
10 O -1.6252 0.9336 -0.0581  C9 1.217
11 N -0.3752 0.2704 -1.8563  C9 1.422, H13 1.000, H14 1.002
12 N 0.2569 -0.2838 0.4063  C9 1.398, H15 1.034, H16 1.016
13 H 0.2041 -0.4793 -2.1759  N11 1.000
14 H -1.1884 0.5209 -2.3856  N11 1.002
15 H 1.1771 -0.5512 0.0175  N12 1.034
16 H 0.1990 -0.1579 1.4128  N12 1.016
17 C -1.0120 1.4594 3.7769  O18 1.304, N19 1.392, N20 1.345
18 O -0.2265 0.4761 3.4372  C17 1.304
19 N -0.8583 2.0753 5.0159  C17 1.392, H21 0.999, H22 1.035
20 N -1.9668 1.8972 2.9370  C17 1.345, H23 1.017, H24 1.002
21 H -1.4331 2.8021 5.3905  N19 0.999
22 H -0.2763 1.5274 5.6740  N19 1.035
23 H -1.9087 1.4920 2.0060  N20 1.017
24 H -2.7507 2.4880 3.1393  N20 1.002
25 C -2.7252 1.9783 -6.7876  C26 1.545, H31 1.080, H32 1.086, H33 1.101
26 C -2.5693 1.4049 -8.2137  C25 1.545, C27 1.490, N30 1.534, H34 1.090
27 C -1.1793 1.7750 -8.6006  C26 1.490, O28 1.422, H35 1.127, H36 1.103
28 O -1.0976 3.1893 -8.7258  C27 1.422, C29 1.418
29 C 0.2587 3.4883 -9.0136  O28 1.418, H37 1.076, H38 1.108, H39 1.129
30 N -2.6531 -0.1255 -8.1584  C26 1.534, H40 1.008, H41 1.029
31 H -3.7729 1.8741 -6.5449  C25 1.080
32 H -2.3958 3.0080 -6.6892  C25 1.086
33 H -2.1537 1.3430 -6.0931  C25 1.101
34 H -3.2903 1.7861 -8.9369  C26 1.090
35 H -0.8364 1.3210 -9.5738  C27 1.127
36 H -0.4272 1.3852 -7.8944  C27 1.103
37 H 0.4334 4.5491 -8.9775  C29 1.076
38 H 0.4871 3.1206 -10.0335  C29 1.108
39 H 1.0587 3.0281 -8.3626  C29 1.129
40 H -2.6591 -0.4148 -9.1236  N30 1.008
41 H -3.5624 -0.3309 -7.7218  N30 1.029
42 C -0.7895 -4.2069 3.0862  C43 1.531, H48 1.095, H49 1.103, H50 1.093
43 C 0.4231 -3.2860 3.2478  C42 1.531, C44 1.552, N47 1.491, H51 1.110
44 C 1.4889 -4.0697 4.0603  C43 1.552, O45 1.419, H52 1.104, H53 1.096
45 O 1.0702 -4.1903 5.4110  C44 1.419, C46 1.397
46 C 1.8636 -5.1056 6.1065  O45 1.397, H54 1.123, H55 1.103, H56 1.105
47 N 1.0511 -2.9414 1.9406  C43 1.491, H57 1.016, H58 1.005
48 H -1.0781 -4.6301 4.0536  C42 1.095
49 H -0.4863 -5.0413 2.4313  C42 1.103
50 H -1.6317 -3.6636 2.6497  C42 1.093
51 H 0.1984 -2.3910 3.8648  C43 1.110
52 H 2.4680 -3.5616 4.0303  C44 1.104
53 H 1.5957 -5.0482 3.5790  C44 1.096
54 H 1.8904 -6.0877 5.5620  C46 1.123
55 H 1.3706 -5.1878 7.0900  C46 1.103
56 H 2.8759 -4.6739 6.2093  C46 1.105
57 H 1.7805 -2.2406 2.0382  N47 1.016
58 H 0.3381 -2.6014 1.3187  N47 1.005
59 C 3.8011 -3.4047 -5.9066  C60 1.540, H65 1.096, H66 1.080, H67 1.110
60 C 4.2450 -4.3376 -4.7641  C59 1.540, C61 1.515, N64 1.477, H68 1.119
61 C 5.1238 -5.4517 -5.2947  C60 1.515, O62 1.383, H69 1.090, H70 1.100
62 O 5.0742 -6.5616 -4.4712  C61 1.383, C63 1.462
63 C 6.1774 -6.3893 -3.5273  O62 1.462, H71 1.103, H72 1.094, H73 1.087
64 N 4.9520 -3.6345 -3.6741  C60 1.477, H74 1.014, H75 1.011
65 H 3.2197 -3.9851 -6.6324  C59 1.096
66 H 4.4962 -2.8064 -6.4778  C59 1.080
67 H 2.9948 -2.7312 -5.5485  C59 1.110
68 H 3.3559 -4.8737 -4.3480  C60 1.119
69 H 6.1568 -5.1280 -5.4219  C61 1.090
70 H 4.8066 -5.7903 -6.2920  C61 1.100
71 H 6.0093 -5.6569 -2.7202  C63 1.103
72 H 7.0782 -6.1325 -4.0926  C63 1.094
73 H 6.3764 -7.3729 -3.1092  C63 1.087
74 H 5.8528 -3.3025 -4.0002  N64 1.014
75 H 4.4329 -2.7960 -3.4496  N64 1.011
76 C 3.4957 2.2400 2.5400  C77 1.527, H82 1.100, H83 1.100, H84 1.108
77 C 3.1512 1.0178 1.6917  C76 1.527, C78 1.510, N81 1.431, H85 1.095
78 C 4.4468 0.4842 1.1279  C77 1.510, O79 1.468, H86 1.094, H87 1.108
79 O 5.0918 1.4585 0.2386  C78 1.468, C80 1.469
80 C 6.5423 1.2302 0.2154  O79 1.469, H88 1.103, H89 1.117, H90 1.107
81 N 2.5168 0.0050 2.4790  C77 1.431, H91 1.022, H92 1.004
82 H 2.5330 2.5773 2.9524  C76 1.100
83 H 3.9972 3.1031 2.0782  C76 1.100
84 H 4.1631 1.9321 3.3686  C76 1.108
85 H 2.4409 1.3163 0.9137  C77 1.095
86 H 4.2780 -0.4523 0.5884  C78 1.094
87 H 5.1506 0.2776 1.9582  C78 1.108
88 H 6.6757 0.2711 -0.3131  C80 1.103
89 H 6.9634 1.0651 1.2365  C80 1.117
90 H 7.1156 2.0074 -0.3267  C80 1.107
91 H 1.6341 0.3960 2.8141  N81 1.022
92 H 3.0773 -0.2735 3.2635  N81 1.004
93 C 0.6933 -2.2222 -7.6774  C94 1.486, H99 1.083, H100 1.084, H101 1.100
94 C -0.4267 -2.3922 -6.7162  C93 1.486, C95 1.505, N98 1.504, H102 1.091
95 C -0.3742 -3.7104 -5.9928  C94 1.505, O96 1.444, H103 1.104, H104 1.117
96 O -0.5696 -4.7700 -6.9544  C95 1.444, C97 1.396
97 C -0.0110 -5.9355 -6.4269  O96 1.396, H105 1.111, H106 1.099, H107 1.098
98 N -0.3217 -1.3448 -5.6424  C94 1.504, H108 1.035, H109 1.020
99 H 1.6124 -2.6336 -7.2793  C93 1.083
100 H 0.8664 -1.1708 -7.8749  C93 1.084
101 H 0.3747 -2.7330 -8.5979  C93 1.100
102 H -1.4323 -2.3070 -7.1302  C94 1.091
103 H -1.1270 -3.6996 -5.1854  C95 1.104
104 H 0.5997 -3.8533 -5.4640  C95 1.117
105 H -0.5695 -6.2837 -5.5312  C97 1.111
106 H 1.0472 -5.8021 -6.1625  C97 1.099
107 H -0.0542 -6.6750 -7.2369  C97 1.098
108 H -1.0850 -1.4798 -4.9562  N98 1.035
109 H -0.4985 -0.4480 -6.0943  N98 1.020
110 C -4.1892 -1.4156 2.0437  C111 1.530, H116 1.083, H117 1.084, H118 1.113
111 C -4.2779 -0.8450 0.6266  C110 1.530, C112 1.467, N115 1.437, H119 1.114
112 C -5.4463 -1.4911 0.0198  C111 1.467, O113 1.447, H120 1.093, H121 1.096
113 O -5.1393 -2.8789 -0.2520  C112 1.447, C114 1.425
114 C -6.2713 -3.4855 -0.8705  O113 1.425, H122 1.075, H123 1.128, H124 1.149
115 N -4.4747 0.5780 0.6431  C111 1.437, H125 1.014, H126 1.023
116 H -3.2414 -1.2442 2.5396  C110 1.083
117 H -4.3086 -2.4857 1.9155  C110 1.084
118 H -5.0423 -1.0246 2.6412  C110 1.113
119 H -3.3645 -1.1815 0.0854  C111 1.114
120 H -5.7511 -0.9392 -0.8736  C112 1.093
121 H -6.2703 -1.4962 0.7426  C112 1.096
122 H -6.0041 -4.5229 -0.9662  C114 1.075
123 H -6.4989 -3.0597 -1.8901  C114 1.128
124 H -7.2148 -3.3677 -0.2247  C114 1.149
125 H -4.7684 0.9449 -0.2558  N115 1.014
126 H -3.5690 1.0297 0.7913  N115 1.023
127 C -2.3504 -7.5479 7.2284  O128 1.350, H136 1.100, H137 1.105, H138 1.096
128 O -3.3775 -6.7438 7.5747  C127 1.350, C129 1.407
129 C -3.0873 -5.3748 7.7219  O128 1.407, C130 1.473, H139 1.102, H140 1.085
130 C -2.8706 -4.6952 6.4329  C129 1.473, N131 1.413, H141 1.090, H142 1.100
131 N -2.9523 -3.2953 6.6048  C130 1.413, C132 1.431, H143 1.023
132 C -2.7116 -2.5038 5.4368  N131 1.431, C133 1.498, H144 1.093, H145 1.103
133 C -2.9904 -1.0465 5.6439  C132 1.498, O134 1.402, H146 1.122, H147 1.112
134 O -4.3551 -0.8477 5.8984  C133 1.402, C135 1.391
135 C -4.7722 0.4622 5.6841  O134 1.391, H148 1.088, H149 1.092, H150 1.095
136 H -2.6449 -8.5890 7.4273  C127 1.100
137 H -1.3977 -7.3367 7.7462  C127 1.105
138 H -2.1137 -7.4342 6.1647  C127 1.096
139 H -2.2710 -5.4049 8.4621  C129 1.102
140 H -3.9448 -4.8807 8.1676  C129 1.085
141 H -3.6280 -5.0080 5.7140  C130 1.090
142 H -1.9015 -5.0225 6.0274  C130 1.100
143 H -2.2940 -3.0276 7.3405  N131 1.023
144 H -3.3809 -2.8563 4.6485  C132 1.093
145 H -1.6850 -2.6172 5.0492  C132 1.103
146 H -2.6856 -0.4999 4.7122  C133 1.122
147 H -2.3445 -0.6255 6.4446  C133 1.112
148 H -5.8588 0.5089 5.7071  C135 1.088
149 H -4.4212 0.9036 4.7489  C135 1.092
150 H -4.4615 1.1394 6.4868  C135 1.095
151 C -5.6000 5.3325 -1.5307  O152 1.402, H160 1.117, H161 1.108, H162 1.107
152 O -5.2708 4.2919 -2.4105  C151 1.402, C153 1.437
153 C -4.0678 3.6369 -1.9769  O152 1.437, C154 1.529, H163 1.100, H164 1.084
154 C -3.7497 2.4168 -2.8424  C153 1.529, N155 1.479, H165 1.102, H166 1.133
155 N -4.8468 1.4391 -2.6736  C154 1.479, C156 1.463, H167 0.998
156 C -4.7873 0.4142 -3.7165  N155 1.463, C157 1.507, H168 1.174, H169 1.101
157 C -3.6731 -0.5609 -3.4366  C156 1.507, O158 1.389, H170 1.089, H171 1.087
158 O -3.6125 -1.6835 -4.2521  C157 1.389, C159 1.414
159 C -4.4743 -2.6837 -3.7456  O158 1.414, H172 1.093, H173 1.104, H174 1.104
160 H -4.8499 6.1599 -1.5423  C151 1.117
161 H -5.5883 4.9525 -0.4903  C151 1.108
162 H -6.6131 5.6086 -1.8799  C151 1.107
163 H -4.1564 3.1800 -0.9799  C153 1.100
164 H -3.3334 4.4318 -1.9108  C153 1.084
165 H -2.7967 1.9511 -2.5438  C154 1.102
166 H -3.5635 2.8150 -3.8862  C154 1.133
167 H -5.7182 1.8872 -2.8620  N155 0.998
168 H -4.8228 0.9172 -4.7767  C156 1.174
169 H -5.7446 -0.1297 -3.7295  C156 1.101
170 H -3.7451 -0.8638 -2.3933  C157 1.089
171 H -2.7252 -0.0484 -3.5774  C157 1.087
172 H -4.1342 -3.6012 -4.2323  C159 1.093
173 H -5.5129 -2.4971 -4.0692  C159 1.104
174 H -4.3354 -2.8798 -2.6681  C159 1.104
175 C -1.0773 -3.2482 -1.2352  O176 1.413, H184 1.111, H185 1.116, H186 1.097
176 O -0.4342 -4.3318 -0.5969  C175 1.413, C177 1.409
177 C 0.1949 -5.1985 -1.5125  O176 1.409, C178 1.550, H187 1.116, H188 1.104
178 C 1.0103 -6.1743 -0.6261  C177 1.550, N179 1.428, H189 1.092, H190 1.087
179 N 2.1449 -5.6378 0.0557  C178 1.428, C180 1.471, H191 1.021
180 C 3.3308 -5.4344 -0.7907  N179 1.471, C181 1.517, H192 1.116, H193 1.098
181 C 4.4657 -4.7803 -0.0265  C180 1.517, O182 1.420, H194 1.107, H195 1.099
182 O 5.0968 -5.6160 0.9326  C181 1.420, C183 1.393
183 C 4.5873 -5.6053 2.2287  O182 1.393, H196 1.102, H197 1.107, H198 1.094
184 H -1.9473 -3.5695 -1.8464  C175 1.111
185 H -0.4285 -2.6943 -1.9540  C175 1.116
186 H -1.4423 -2.5256 -0.4948  C175 1.097
187 H 0.8855 -4.6398 -2.1874  C177 1.116
188 H -0.5303 -5.6326 -2.2232  C177 1.104
189 H 1.3867 -6.9983 -1.2356  C178 1.092
190 H 0.2954 -6.5548 0.0996  C178 1.087
191 H 1.9325 -4.8044 0.6058  N179 1.021
192 H 3.1668 -4.8297 -1.7143  C180 1.116
193 H 3.6660 -6.4175 -1.1468  C180 1.098
194 H 4.0824 -3.8792 0.4908  C181 1.107
195 H 5.2438 -4.4515 -0.7289  C181 1.099
196 H 3.4873 -5.6509 2.2725  C183 1.102
197 H 4.9001 -4.6526 2.6967  C183 1.107
198 H 4.9489 -6.4521 2.8189  C183 1.094
199 C -0.0862 0.6238 8.2037  O200 1.430, H208 1.123, H209 1.119, H210 1.083
200 O 0.6488 0.5912 6.9771  C199 1.430, C201 1.433
201 C 0.7327 -0.7268 6.4201  O200 1.433, C202 1.506, H211 1.081, H212 1.100
202 C 2.1347 -1.2277 6.6463  C201 1.506, N203 1.508, H213 1.105, H214 1.077
203 N 3.1451 -0.4617 5.8292  C202 1.508, C204 1.436, H215 1.025
204 C 4.5015 -0.7358 6.2128  N203 1.436, C205 1.511, H216 1.114, H217 1.097
205 C 5.0662 -1.8190 5.3230  C204 1.511, O206 1.432, H218 1.084, H219 1.077
206 O 6.4132 -2.0541 5.7476  C205 1.432, C207 1.424
207 C 7.2959 -1.2727 4.9488  O206 1.424, H220 1.103, H221 1.083, H222 1.090
208 H 0.3728 -0.1818 8.8382  C199 1.123
209 H -1.1883 0.4881 8.0676  C199 1.119
210 H 0.0725 1.5668 8.7115  C199 1.083
211 H 0.3459 -0.6140 5.4167  C201 1.081
212 H 0.0113 -1.3673 6.9478  C201 1.100
213 H 2.2118 -2.2856 6.3377  C202 1.105
214 H 2.4362 -1.0815 7.6699  C202 1.077
215 H 2.8895 0.5236 5.9499  N203 1.025
216 H 4.6142 -1.0837 7.2655  C204 1.114
217 H 5.1331 0.1540 6.1014  C204 1.097
218 H 5.0076 -1.6176 4.2599  C205 1.084
219 H 4.5784 -2.7638 5.4961  C205 1.077
220 H 7.2081 -1.5553 3.8861  C207 1.103
221 H 8.2940 -1.5135 5.2946  C207 1.083
222 H 7.2314 -0.1854 4.9930  C207 1.090
223 C -3.1357 4.3676 6.6739  O224 1.408, H232 1.120, H233 1.091, H234 1.091
224 O -2.4674 4.6422 5.4658  C223 1.408, C225 1.452
225 C -1.6770 5.8596 5.4914  O224 1.452, C226 1.548, H235 1.093, H236 1.083
226 C -2.0282 6.6793 4.2262  C225 1.548, N227 1.459, H237 1.098, H238 1.070
227 N -1.8785 6.0179 2.9350  C226 1.459, C228 1.457, H239 1.011
228 C -0.6025 5.3194 2.8450  N227 1.457, C229 1.555, H240 1.094, H241 1.095
229 C 0.5844 6.3225 2.8885  C228 1.555, O230 1.434, H242 1.084, H243 1.094
230 O 0.4539 7.3002 1.8473  C229 1.434, C231 1.415
231 C 1.2847 8.4344 2.0057  O230 1.415, H244 1.098, H245 1.121, H246 1.144
232 H -3.8346 5.2024 6.9353  C223 1.120
233 H -2.4866 4.1144 7.5134  C223 1.091
234 H -3.7831 3.5239 6.4287  C223 1.091
235 H -0.6005 5.6688 5.4937  C225 1.093
236 H -1.8402 6.4555 6.3808  C225 1.083
237 H -1.4222 7.5946 4.1905  C226 1.098
238 H -3.0340 7.0205 4.3585  C226 1.070
239 H -2.6323 5.3480 2.8680  N227 1.011
240 H -0.5913 4.8325 1.8652  C228 1.094
241 H -0.4180 4.5488 3.6002  C228 1.095
242 H 1.4878 5.7275 2.8231  C229 1.084
243 H 0.5327 6.7930 3.8744  C229 1.094
244 H 1.2508 8.9314 1.0271  C231 1.098
245 H 2.3386 8.1436 2.2522  C231 1.121
246 H 0.8010 9.1359 2.7686  C231 1.144
247 C 0.5814 4.5732 -5.9210  O248 1.410, H256 1.120, H257 1.105, H258 1.114
248 O 0.9796 3.7735 -4.8306  C247 1.410, C249 1.439
249 C 1.4693 2.5218 -5.3457  O248 1.439, C250 1.478, H259 1.100, H260 1.084
250 C 1.7098 1.6660 -4.1649  C249 1.478, N251 1.411, H261 1.102, H262 1.092
251 N 2.9568 1.9209 -3.5555  C250 1.411, C252 1.431, H263 1.023
252 C 3.1855 1.2587 -2.3076  N251 1.431, C253 1.523, H264 1.105, H265 1.081
253 C 3.4309 -0.2196 -2.5804  C252 1.523, O254 1.461, H266 1.108, H267 1.078
254 O 2.5235 -0.9871 -1.7299  C253 1.461, C255 1.396
255 C 2.7307 -2.3655 -1.6541  O254 1.396, H268 1.095, H269 1.088, H270 1.109
256 H 0.3806 5.5894 -5.4944  C247 1.120
257 H -0.3296 4.1938 -6.4180  C247 1.105
258 H 1.4810 4.6474 -6.5747  C247 1.114
259 H 2.4147 2.6126 -5.9012  C249 1.100
260 H 0.7188 2.0563 -5.9736  C249 1.084
261 H 1.5801 0.6142 -4.4657  C250 1.102
262 H 0.8629 1.9288 -3.5272  C250 1.092
263 H 3.1789 2.9188 -3.5802  N251 1.023
264 H 2.3184 1.4174 -1.6410  C252 1.105
265 H 4.0625 1.6684 -1.8263  C252 1.081
266 H 4.4769 -0.4392 -2.2897  C253 1.108
267 H 3.2949 -0.5390 -3.6013  C253 1.078
268 H 2.5737 -2.8803 -2.6073  C255 1.095
269 H 2.0445 -2.7410 -0.8981  C255 1.088
270 H 3.7809 -2.5434 -1.3450  C255 1.109
271 C -0.2154 4.2319 -1.8872  O272 1.463, H280 1.089, H281 1.099, H282 1.107
272 O 1.0553 3.6053 -1.5231  C271 1.463, C273 1.438
273 C 1.8166 4.3931 -0.5922  O272 1.438, C274 1.524, H283 1.101, H284 1.098
274 C 2.1027 5.8071 -1.0833  C273 1.524, N275 1.416, H285 1.120, H286 1.094
275 N 2.7842 5.8131 -2.3241  C274 1.416, C276 1.470, H287 1.016
276 C 2.8663 7.1092 -3.0131  N275 1.470, C277 1.502, H288 1.098, H289 1.097
277 C 1.7593 7.5817 -3.9117  C276 1.502, O278 1.430, H290 1.105, H291 1.089
278 O 0.4673 7.5452 -3.2989  C277 1.430, C279 1.412
279 C -0.5309 8.0960 -4.1317  O278 1.412, H292 1.096, H293 1.083, H294 1.084
280 H -0.7980 3.5018 -2.4468  C271 1.089
281 H 0.0330 5.1598 -2.4206  C271 1.099
282 H -0.7393 4.4996 -0.9498  C271 1.107
283 H 2.7004 3.7622 -0.4134  C273 1.101
284 H 1.2618 4.5408 0.3432  C273 1.098
285 H 2.7038 6.3486 -0.3087  C274 1.120
286 H 1.1253 6.2916 -1.1695  C274 1.094
287 H 2.4936 5.1139 -3.0019  N275 1.016
288 H 3.8392 7.2202 -3.5107  C276 1.098
289 H 2.8831 7.8885 -2.2410  C276 1.097
290 H 1.6900 7.0425 -4.8738  C277 1.105
291 H 2.0378 8.5888 -4.2173  C277 1.089
292 H -0.2981 9.1162 -4.4589  C279 1.096
293 H -1.4663 8.0503 -3.5875  C279 1.083
294 H -0.6256 7.5761 -5.0783  C279 1.084

ΔE to the lowest compared entry with this formula, charge and spin = 0.0 kJ/mol
Orbital gap = 8.42 eV
Total charge = 0
E_HOMO = -8.0 eV
Largest force on an atom = 3.4 eV/Å